Molecular formula: C54H118O27S6
Method: DFT, ωB97M-V/def2-TZVPD

XYZ file:
```
205
Properties=species:S:1:pos:R:3
S -18.509 -25.776 2.139
S -21.704 -20.403 -5.060
S -23.022 -28.114 -3.609
S -20.676 -18.617 -1.142
S -15.856 -27.595 -0.985
S -19.851 -24.759 -3.097
O -17.842 -25.386 0.916
O -17.507 -26.674 -7.521
O -11.118 -21.726 -1.121
O -22.072 -27.846 -2.570
O -16.265 -21.889 1.287
O -19.539 -26.166 -3.230
O -16.653 -28.645 -1.563
O -21.411 -23.083 -8.501
O -22.845 -20.797 -5.892
O -21.065 -17.753 -2.269
O -13.371 -21.893 0.822
O -15.604 -27.742 0.411
O -15.412 -21.138 -3.434
O -13.776 -16.641 1.282
O -21.944 -20.593 -3.599
O -25.125 -18.119 -1.643
O -19.453 -19.375 -1.315
O -24.363 -15.437 -1.384
O -24.237 -27.283 -3.610
O -19.964 -20.250 4.711
O -26.071 -19.706 0.518
O -22.723 -20.680 5.194
O -19.540 -24.342 -6.622
O -19.356 -24.925 2.938
O -23.592 -22.808 3.342
O -14.815 -19.124 -1.186
O -18.807 -23.750 -3.239
C -19.916 -24.826 -7.921
C -22.257 -28.066 -5.334
C -12.476 -21.585 -1.427
C -17.444 -22.236 0.630
C -12.558 -16.088 1.473
C -22.076 -19.639 -0.749
C -18.195 -24.794 -6.308
C -22.684 -20.720 3.773
C -19.234 -19.985 -5.776
C -19.379 -27.332 1.842
C -14.975 -18.048 -0.274
C -22.430 -29.423 -5.835
C -22.451 -24.247 -3.036
C -23.694 -30.058 -5.154
C -16.262 -20.511 -2.489
C -16.485 -25.968 -1.586
C -21.930 -19.654 5.743
C -22.304 -22.128 3.238
C -22.644 -22.388 -8.514
C -19.688 -18.673 -5.029
C -23.506 -29.775 -3.717
C -17.528 -28.026 -7.700
C -26.929 -19.321 -0.507
C -21.429 -24.435 -8.115
C -17.942 -27.565 3.845
C -21.973 -17.947 1.073
C -21.271 -24.248 -4.066
C -20.501 -19.968 5.988
C -14.302 -27.616 -1.815
C -14.020 -22.686 1.741
C -18.866 -21.106 4.792
C -26.687 -20.217 1.714
C -20.573 -17.664 0.400
C -20.148 -21.133 -5.616
C -17.919 -26.275 -6.224
C -18.602 -28.305 2.640
C -21.919 -23.719 -1.674
C -15.642 -25.774 -2.876
C -23.862 -14.123 -1.417
C -23.591 -24.188 3.351
C -16.097 -22.179 -4.043
C -15.434 -23.071 1.460
C -13.644 -17.748 0.401
C -10.326 -21.108 -2.100
C -24.355 -16.065 -2.649
C -21.194 -18.578 -5.271
C -14.229 -26.286 -2.433
C -26.087 -19.144 -1.714
C -25.339 -17.240 -2.696
C -20.580 -24.506 -1.500
C -22.280 -19.448 0.721
C -15.820 -19.116 -2.201
C -13.296 -22.433 -0.537
C -17.251 -26.376 3.253
H -22.618 -23.900 -0.803
H -9.314 -21.457 -1.862
H -17.088 -26.446 -5.460
H -18.013 -24.472 -5.291
H -24.669 -15.321 -3.402
H -25.486 -20.007 -1.973
H -18.215 -20.222 -5.517
H -26.346 -16.686 -2.683
H -21.890 -25.169 -8.872
H -18.895 -26.726 -5.926
H -25.235 -17.671 -3.706
H -16.994 -25.528 3.889
H -12.851 -20.601 -1.335
H -12.725 -15.118 1.953
H -21.341 -24.928 -4.909
H -21.839 -18.068 -4.557
H -14.058 -22.021 2.594
H -22.673 -17.332 0.550
H -27.614 -18.516 -0.278
H -17.388 -28.282 4.464
H -17.989 -21.356 0.297
H -13.585 -27.849 -1.064
H -22.564 -29.501 -6.940
H -19.332 -27.538 0.787
H -23.679 -20.540 3.362
H -19.187 -22.100 4.950
H -23.386 -16.449 -2.827
H -10.347 -19.992 -2.020
H -17.251 -20.420 -2.888
H -23.251 -22.739 -7.684
H -20.090 -21.868 -6.517
H -14.240 -22.366 -0.958
H -10.678 -21.571 -3.053
H -14.427 -28.428 -2.552
H -21.514 -29.974 -5.652
H -26.056 -19.973 2.566
H -16.462 -22.901 -3.289
H -21.877 -22.056 2.274
H -23.365 -24.519 2.347
H -19.582 -18.762 -3.962
H -23.275 -19.752 1.092
H -15.507 -22.480 -4.891
H -18.215 -20.808 5.615
H -13.471 -26.168 -3.201
H -16.393 -26.835 2.595
H -18.321 -28.502 -7.178
H -18.321 -21.056 3.879
H -21.940 -17.770 2.193
H -21.112 -23.288 -4.433
H -24.377 -29.906 -3.074
H -12.710 -21.856 -2.462
H -17.716 -28.232 -8.765
H -12.996 -23.511 -0.541
H -15.785 -26.358 -3.726
H -18.144 -22.864 1.115
H -17.506 -24.409 -7.111
H -21.582 -22.686 3.856
H -24.599 -24.539 3.573
H -19.069 -17.829 -5.459
H -26.841 -21.260 1.644
H -15.735 -18.310 0.455
H -15.513 -18.600 -3.124
H -26.751 -18.861 -2.599
H -24.124 -13.692 -0.460
H -17.037 -21.897 -4.485
H -22.837 -24.615 4.017
H -19.219 -19.637 -6.871
H -18.697 -27.210 4.491
H -27.550 -20.152 -0.632
H -22.803 -30.425 -3.218
H -12.958 -17.527 -0.423
H -17.670 -28.680 1.985
H -21.960 -24.600 -7.190
H -22.822 -19.301 -1.470
H -21.592 -18.170 -6.220
H -16.374 -21.044 -1.509
H -20.382 -20.801 6.685
H -22.972 -27.336 -5.713
H -20.418 -27.307 2.240
H -13.897 -25.499 -1.713
H -17.551 -26.244 -1.734
H -13.448 -23.608 1.937
H -21.956 -19.993 3.430
H -23.289 -23.810 -3.456
H -23.686 -31.110 -5.408
H -11.976 -16.010 0.509
H -15.701 -24.723 -3.204
H -23.127 -22.649 -9.487
H -24.548 -29.518 -5.532
H -16.574 -28.455 -7.270
H -11.895 -16.695 2.062
H -15.317 -17.135 -0.818
H -19.176 -29.237 2.914
H -19.856 -21.636 -4.688
H -19.391 -24.275 -8.747
H -15.546 -23.638 0.550
H -21.238 -27.681 -5.257
H -17.152 -22.790 -0.270
H -15.894 -23.641 2.272
H -16.366 -25.224 -0.764
H -27.675 -19.678 1.878
H -19.672 -25.923 -8.058
H -20.052 -19.052 6.499
H -24.353 -13.696 -2.326
H -22.776 -14.062 -1.643
H -21.883 -20.649 -1.079
H -21.558 -20.014 1.259
H -19.773 -24.110 -0.905
H -22.039 -18.734 5.132
H -16.709 -18.598 -1.851
H -22.396 -21.332 -8.354
H -22.479 -19.406 6.661
H -13.354 -18.601 0.974
H -20.317 -16.588 0.216
H -21.625 -22.644 -1.756
H -22.679 -25.331 -2.967
H -19.720 -18.154 0.924
H -20.717 -25.543 -1.205
```

The relative energy (zero: lowest compared OMol25 entry of this formula, charge and spin) comes out at 21.3 kcal per mole. The LUMO energy comes out at 0.3 eV. The charge is 0. Its total energy is -178190.6588 eV. The orbital gap comes out at 9.55 eV. The SMILES is O=S1(=O)CCCC1.O=S1(=O)CCCC1.O=S1(=O)CCCC1.O=S1(=O)CCCC1.O=S1(=O)CCCC1.O=S1(=O)CCCC1.COCCOCCOC.COCCOCCOC.COCCOCCOC.COCCOCCOC.COCCOCCOC. For the HOMO energy, the calculation gives -9.24 eV.